Record 1
# C35H34F12MoN3O2SbSe5

C35H34F12MoN3O2SbSe5 as an isolated structure in a non-equilibrium geometry (ωB97M-V/def2-TZVPD, the Open Molecules 2025 dataset).

As for the net charge: -2. The relative energy (zero: lowest compared OMol25 entry of this formula, charge and spin) is 22.5 kcal per mole. The value obtained for the LUMO energy (alpha / beta) is 3.750 / 3.750 eV. For the HOMO energy (alpha / beta), the calculation gives -1.7 / -2.1 eV. The spin multiplicity is 3. The HOMO-LUMO gap (alpha / beta) is 5.46 / 5.85 eV.

Last column: Mulliken spin population.
Cartesian coordinates (Å):
Mo1 0.60415 1.17077 0.43581  1.8301
C1 -2.12230 -3.06135 5.81665  -0.0004
C2 -1.60190 -1.97473 4.90448  0.0166
C3 -1.44240 -0.66193 5.33016  -0.0065
C4 -0.92715 0.30917 4.49657  0.0064
C5 -0.52139 0.04055 3.16725  0.0328
N1 0.04901 1.02717 2.41718  0.0393
C6 0.24452 2.33943 2.91242  -0.0937
C7 -0.83963 3.17859 3.15766  0.0427
C8 -0.65617 4.51396 3.44212  -0.0068
C9 0.62469 5.04544 3.54187  0.0190
C10 0.82214 6.52377 3.78160  -0.0004
C11 1.70512 4.19727 3.35896  0.0009
C12 1.54288 2.85362 3.02696  0.0098
C13 2.72418 1.93688 2.59839  -0.0216
O1 2.47163 1.24767 1.44716  0.0177
C14 3.04342 0.93678 3.78397  -0.0044
F1 2.19418 -0.07651 3.82347  -0.0018
F2 2.99293 1.55594 4.98224  0.0001
F3 4.28002 0.40449 3.68471  -0.0002
C15 4.04407 2.75104 2.34924  0.0038
F4 4.56528 3.26363 3.49296  0.0001
F5 4.99301 1.98707 1.80647  0.0002
F6 3.85418 3.77264 1.51398  0.0008
C16 -0.69877 -1.29848 2.71902  0.0094
C17 -1.22037 -2.24540 3.60013  -0.0118
C18 -0.27000 -1.75271 1.30825  0.0067
O2 -0.13342 -0.78282 0.37457  0.0442
C19 -1.35850 -2.73470 0.71028  0.0108
F7 -2.59721 -2.31603 0.99209  0.0004
F8 -1.28505 -2.82526 -0.62061  0.0002
F9 -1.25276 -4.00745 1.17005  0.0002
C20 1.08867 -2.54665 1.37242  -0.0116
F10 1.15722 -3.43581 2.37869  0.0003
F11 1.28591 -3.24975 0.22777  -0.0005
F12 2.10906 -1.71350 1.49949  0.0000
H1 -2.60523 -2.63300 6.69858  0.0002
H2 -1.32123 -3.71749 6.17148  0.0010
H3 -2.85716 -3.69606 5.31357  0.0005
H4 -1.72071 -0.39024 6.34607  -0.0007
H5 -0.80550 1.31471 4.87157  0.0084
H6 -1.83368 2.76205 3.07035  0.0090
H7 -1.51876 5.16522 3.53746  -0.0006
H8 0.34365 6.84905 4.71062  0.0007
H9 0.38125 7.09263 2.96078  0.0009
H10 1.88274 6.77536 3.83908  0.0000
H11 2.69563 4.62221 3.43852  -0.0009
H12 -1.32070 -3.26835 3.25850  -0.0001
Se1 -1.27420 3.77205 -3.65364  0.0270
Sb1 -0.84857 3.97682 -1.27941  0.0184
Se2 -1.62892 1.94869 0.02304  -0.0131
Se3 1.47757 3.19815 -0.57601  -0.0020
Se4 -1.48874 6.09726 -0.32041  0.0403
C21 -4.64076 1.65281 -2.88137  0.0021
C22 -4.36233 0.48097 -3.82361  -0.0008
C23 -2.87236 0.21450 -4.02613  0.0013
C24 -2.18760 -0.16486 -2.71199  0.0003
N2 -1.13351 -1.17079 -2.89651  0.0037
C25 0.17409 -0.99396 -2.67672  0.0086
Se5 1.06507 0.54331 -2.03858  -0.0160
N3 0.79928 -2.15670 -2.99852  0.0032
C26 2.23928 -2.40935 -2.90652  0.0003
C27 2.94231 -2.31875 -4.26037  0.0016
C28 3.29901 -0.88933 -4.67109  -0.0049
C29 4.44110 -0.29460 -3.85556  -0.0009
C30 -0.13097 -3.08555 -3.44328  0.0001
C31 -0.00172 -4.39976 -3.86261  0.0008
C32 -1.16858 -5.07163 -4.18897  0.0009
C33 -2.42085 -4.44458 -4.09566  0.0003
C34 -2.53750 -3.12719 -3.68256  0.0009
C35 -1.36644 -2.45870 -3.36895  -0.0003
H13 -5.71089 1.74408 -2.66913  -0.0002
H14 -4.28688 2.59431 -3.30741  0.0001
H15 -4.12146 1.53215 -1.92689  -0.0020
H16 -4.82030 0.67543 -4.79884  0.0001
H17 -4.83867 -0.42725 -3.42955  0.0001
H18 -2.38176 1.11391 -4.40461  -0.0008
H19 -2.74122 -0.57544 -4.77059  0.0003
H20 -2.89642 -0.56762 -1.98435  0.0002
H21 -1.71705 0.69700 -2.24366  -0.0209
H22 2.37274 -3.39175 -2.45377  -0.0011
H23 2.61579 -1.67195 -2.20102  -0.0023
H24 2.29535 -2.76517 -5.02263  0.0002
H25 3.84752 -2.93471 -4.21611  -0.0003
H26 2.41929 -0.24994 -4.56084  0.0027
H27 3.55922 -0.88465 -5.73417  -0.0001
H28 4.18827 -0.23893 -2.79445  0.0008
H29 4.66301 0.72422 -4.17594  0.0002
H30 5.35318 -0.89192 -3.96024  -0.0001
H31 0.96562 -4.88236 -3.92057  0.0000
H32 -1.11295 -6.10230 -4.51425  0.0002
H33 -3.31521 -5.00360 -4.34000  0.0002
H34 -3.50138 -2.64119 -3.59653  -0.0001

Record 2
# C3H6N2

C3H6N2 as an isolated structure in a non-equilibrium geometry (ωB97M-V/def2-TZVPD, the Open Molecules 2025 dataset).

As for the net charge: 0. The relative energy (zero: lowest compared OMol25 entry of this formula, charge and spin) is 58.7 kcal per mole. The value obtained for the LUMO energy is 0.801 eV. For the HOMO energy, the calculation gives -9.1 eV. The HOMO-LUMO gap is 9.94 eV.

Last column: natural (NBO) charge in e.
Cartesian coordinates (Å):
C1 -1.19807 -0.29388 0.11628  -0.4217
N1 0.03741 -0.83534 -0.37267  -0.5705
C2 1.09038 0.12344 -0.57744  -0.3014
C3 1.04236 1.07766 0.60341  0.2409
N2 0.21947 1.41765 1.37204  -0.4031
H1 -0.99224 0.58350 1.16890  0.2296
H2 -1.85975 -1.12248 0.39265  0.2081
H3 -1.63682 0.32975 -0.67888  0.1890
H4 0.35777 -1.63811 0.15902  0.3706
H5 2.05205 -0.37434 -0.71772  0.2327
H6 0.88744 0.73214 -1.46558  0.2258

Record 3
# C7H15NO

C7H15NO as an isolated structure in a non-equilibrium geometry (ωB97M-V/def2-TZVPD, the Open Molecules 2025 dataset).

As for the net charge: 0. The relative energy (zero: lowest compared OMol25 entry of this formula, charge and spin) is 106.0 kcal per mole. The value obtained for the LUMO energy is -0.243 eV. For the HOMO energy, the calculation gives -9.3 eV. The HOMO-LUMO gap is 9.06 eV.

Last column: natural (NBO) charge in e.
Cartesian coordinates (Å):
C1 -1.54856 -0.16200 -0.25040  0.1358
C2 0.95602 -1.32863 0.24580  -0.6552
C3 -1.38719 1.14417 0.21118  -0.7229
C4 -2.23824 -1.21927 0.52772  -0.6912
C5 1.14203 -1.15146 1.74443  -0.6134
H1 -1.34674 -0.35768 -1.29628  0.2192
H2 0.34131 -2.19013 0.00384  0.1922
H3 1.92121 -1.43651 -0.25600  0.2104
H4 -0.00665 1.48492 0.04580  0.4597
H5 -3.30816 -1.16358 0.28576  0.2553
H6 -1.68126 1.90404 -0.51303  0.2808
H7 -1.70054 1.35244 1.22925  0.2238
H8 -1.89277 -2.21331 0.26367  0.2315
H9 -2.13611 -1.06580 1.60228  0.2302
H10 0.18683 -1.15849 2.27089  0.1852
H11 1.74875 -1.95787 2.15857  0.2035
H12 1.62949 -0.19877 1.94128  0.2240
C6 1.78898 1.77132 -1.34958  -0.1576
O1 1.29773 1.50970 -0.08024  -0.7777
C7 0.81144 1.49759 -2.42206  0.2750
N1 -0.06586 1.26135 -3.12801  -0.3711
H13 0.71888 -0.30239 -0.20846  0.2618
H14 2.09168 2.82746 -1.45948  0.1982
H15 2.67773 1.15289 -1.56697  0.2027

Record 4
# C7H8N2O

One molecule with the formula C7H8N2O in a non-equilibrium geometry (ωB97M-V/def2-TZVPD, the Open Molecules 2025 dataset).

As for the net charge: 0. The relative energy (zero: lowest compared OMol25 entry of this formula, charge and spin) is 122.4 kcal per mole. The value obtained for the LUMO energy (alpha / beta) is -0.111 / 0.207 eV. For the HOMO energy (alpha / beta), the calculation gives -6.9 / -7.3 eV. The HOMO-LUMO gap (alpha / beta) is 6.82 / 7.55 eV.

Last column: natural (NBO) charge in e.
Cartesian coordinates (Å):
C1 -2.69126 0.04196 0.68478  -0.2717
C2 -2.86423 -0.76739 -0.46262  -0.3138
C3 -1.40363 0.40346 0.81746  -0.1408
C4 -1.64685 -0.97494 -0.98893  -0.0479
C5 2.58889 -0.94622 -0.13837  0.7434
C6 2.67431 0.53881 0.09277  -0.5607
C7 1.22959 1.00036 0.07476  -0.2642
N1 -0.71893 -0.26985 -0.28066  -0.1902
N2 0.58557 -0.13751 -0.58950  -0.3322
O1 3.19712 -1.92408 -0.37923  -0.4546
H1 -3.64177 0.46031 1.23227  0.2246
H2 -3.77553 -1.37271 -0.83246  0.2278
H3 -0.80522 0.99556 1.62147  0.2226
H4 -1.41024 -1.57278 -1.82487  0.2179
H5 3.30905 0.72179 1.09768  0.2690
H6 3.49502 0.83187 -0.74327  0.2675
H7 0.87276 1.05071 1.09320  0.1855
H8 1.00533 1.92065 -0.47448  0.2176

Record 5
# C5H8O

C5H8O as an isolated structure (ωB97M-V/def2-TZVPD, the Open Molecules 2025 dataset).

As for the net charge: 0. The relative energy (zero: lowest compared OMol25 entry of this formula, charge and spin) is 27.4 kcal per mole. The value obtained for the LUMO energy is 1.004 eV. For the HOMO energy, the calculation gives -9.5 eV. The HOMO-LUMO gap is 10.50 eV.

Last column: natural (NBO) charge in e.
Cartesian coordinates (Å):
C1 1.59674 0.21660 -0.16336  -0.6000
C2 0.19370 0.19854 0.41558  -0.2072
C3 -0.47852 -1.19721 0.27858  -0.5080
C4 -1.66324 -0.36348 -0.18851  0.5917
O1 -2.79228 -0.39562 0.22672  -0.5280
C5 -0.83731 0.86582 -0.53850  -0.5076
H1 1.47646 -0.17774 -1.18082  0.2010
H2 2.02934 1.21677 -0.25961  0.2152
H3 2.30188 -0.44399 0.34987  0.2147
H4 -0.02523 0.56137 1.42719  0.2171
H5 -0.70099 -1.74863 1.19445  0.2295
H6 0.07757 -1.83737 -0.41729  0.2263
H7 -1.31389 1.79059 -0.20777  0.2293
H8 -0.41584 0.99972 -1.54238  0.2260

Record 6
# C3H7N3Si

One molecule with the formula C3H7N3Si in a non-equilibrium geometry (ωB97M-V/def2-TZVPD, the Open Molecules 2025 dataset).

As for the net charge: 0. The structure (SMILES) is C[SiH2]n1cncn1. The relative energy (zero: lowest compared OMol25 entry of this formula, charge and spin) is 35.3 kcal per mole. The value obtained for the LUMO energy is 0.130 eV. For the HOMO energy, the calculation gives -9.7 eV. The HOMO-LUMO gap is 9.84 eV.

Last column: natural (NBO) charge in e.
Cartesian coordinates (Å):
C1 -1.61776 2.09783 -0.93310  0.1220
C2 -1.56474 0.37516 0.22280  0.1614
C3 1.26103 -1.92082 0.01784  -1.0757
N1 -2.42914 1.18957 -0.32844  -0.5018
N2 -0.35592 1.79993 -0.84591  -0.3218
N3 -0.30445 0.64741 -0.04011  -0.4670
Si1 1.51518 -0.15862 0.73500  1.2519
H1 -2.15908 2.80775 -1.49817  0.2023
H2 -1.90912 -0.52137 0.62990  0.1859
H3 0.25211 -2.15433 0.32040  0.2439
H4 1.20201 -1.94504 -0.99798  0.2418
H5 1.96435 -2.70379 0.47092  0.2465
H6 1.75866 -0.44372 2.15213  -0.1667
H7 2.38686 0.93004 0.09471  -0.1228

Question: The highest relative energy (zero: lowest compared OMol25 entry of this formula, charge and spin) belongs to which entry?
Answer: C7H8N2O

Question: Look up the relative energy (zero: lowest compared OMol25 entry of this formula, charge and spin) of the second one.
Answer: 58.7 kcal per mole

Question: relative energy (zero: lowest compared OMol25 entry of this formula, charge and spin) of number 5 (C5H8O)?
Answer: 27.4 kcal per mole